Here is one molecule with the formula C6H12IO4P at a distorted geometry from OMol25. Energies are from ωB97M-V with the def2-TZVPD basis set.

Last column: Löwdin charge in e.
CARTESIAN COORDINATES (ANGSTROEM)
C: 1.465 -1.218 1.534  -0.284
P: 2.234 0.357 0.830  0.952
O: 3.484 -0.225 -0.232  -0.350
C: 1.042 1.298 -0.310  -0.526
O: 1.869 2.255 -1.045  -0.066
O: 0.036 2.084 0.366  -0.026
C: -0.803 1.297 1.204  -0.383
O: -0.654 1.432 2.445  0.070
C: -1.952 0.305 0.720  -0.104
C: -2.025 0.061 -0.861  -0.285
C: -1.280 -1.315 -1.313  -0.666
I: -2.537 -3.082 -1.029  0.701
H: 1.963 -1.414 2.554  0.057
H: 0.327 -1.181 1.653  0.029
H: 1.697 -2.115 0.841  0.057
H: 3.748 0.495 -0.850  0.045
H: 0.629 0.563 -1.087  0.112
H: 1.614 2.115 -1.988  0.109
H: -2.966 0.758 1.033  0.138
H: -1.893 -0.694 1.292  0.118
H: -1.588 0.942 -1.459  0.116
H: -3.132 -0.107 -1.122  0.091
H: -1.002 -1.194 -2.424  0.061
H: -0.278 -1.416 -0.750  0.032

Summary:
SMILES string ... CP(O)[C@H](O)OC(=O)CCCI
Max |F| ... 4.677 eV Å⁻¹
Charge ... 0
E ... -1175.75044 a.u.